Record 1
Below is a single C3H6N2O molecule in a non-equilibrium geometry, with properties calculated with ωB97M-V/def2-TZVPD.

Values from the calculation:
ΔE to the lowest compared entry with this formula, charge and spin   48.7 kcal per mole
Gap between HOMO and LUMO   8.83 eV

Geometry as XYZ:
```
12
Properties=species:S:1:pos:R:3:forces:R:3
C 0.538902 -0.018832 -0.990741 -1.8745 -2.4576 -2.0347
N 1.873578 0.049269 -0.766828 0.3920 0.3336 -0.1686
C -0.441621 -0.141800 -0.095695 0.1105 1.2290 2.0147
C -1.123580 0.348731 2.039092 0.8068 -0.0673 0.1464
O 0.167097 -0.348978 -2.328832 1.2201 1.0278 0.9705
N -0.126464 0.055009 1.283664 -1.4912 0.2061 -0.1909
H -0.780125 -0.184467 -2.453090 0.4059 -0.0647 0.3059
H 2.103986 0.038792 0.224765 -0.0883 -0.1035 -0.3753
H 2.398086 -0.592087 -1.350281 0.0579 0.2141 0.1554
H -1.492972 -0.201029 -0.358242 0.0553 -0.0314 -0.2578
H -2.153559 0.515857 1.675002 0.3894 -0.2098 -0.0261
H -0.963327 0.479535 3.121185 0.0161 -0.0764 -0.5395
```
Forces are in eV/Å.


Record 2
Below is 13 unconnected molecules or ions with the total composition C2H28O14 in a non-equilibrium geometry, with properties calculated with ωB97M-V/def2-TZVPD.

Values from the calculation:
ΔE to the lowest compared entry with this formula, charge and spin   143.8 kcal per mole
Gap between HOMO and LUMO   3.46 eV

Geometry as XYZ:
```
44
Properties=species:S:1:pos:R:3:forces:R:3
O -5.610625 1.354566 1.215178 -0.1170 0.7160 -0.1872
H -4.989675 0.623565 1.255981 0.9285 -1.0631 -0.2603
H -6.521779 1.060193 1.146310 -0.8841 -0.5738 -0.4976
H -5.553571 1.860626 2.028962 0.4111 0.7908 0.7921
C 1.621679 -0.897077 0.109198 -0.4762 1.2616 0.4303
C 0.086224 -0.632555 -0.135722 -1.2769 -3.9416 -0.5234
O -0.743047 -1.030825 0.758763 1.1202 1.2609 0.5103
O -0.278642 -0.443681 -1.311783 0.6161 1.4261 -0.4394
H 2.127851 -0.004454 -0.258385 0.2725 0.2459 0.4304
H 2.144193 -1.688389 -0.428298 -0.8926 -0.3733 -0.3314
H 1.774911 -1.078330 1.173042 0.2025 0.2943 0.0131
O 6.495896 -1.865481 2.591879 -0.0650 0.1398 0.2216
H 5.961588 -2.278564 1.913558 -0.2145 -0.0806 -0.1726
H 7.398310 -2.055572 2.335472 0.2391 -0.0214 -0.0243
O -2.009296 -4.635582 4.178854 -0.2418 -0.2160 -0.0304
H -2.188122 -3.699461 4.267836 -0.0008 0.2440 -0.0552
H -1.090045 -4.729124 4.428784 0.2560 -0.0408 0.0157
O -1.084581 -3.680178 -5.334354 -0.1986 -0.0479 -0.2650
H -0.549054 -4.320186 -4.865466 0.0945 -0.1597 0.1511
H -0.777700 -2.831231 -5.016003 0.0920 0.2472 0.1524
O -2.478269 -5.291891 0.016932 -0.1926 -0.2235 -0.1840
H -2.259566 -4.361038 -0.026628 0.1820 0.3482 -0.0453
H -2.370449 -5.520827 0.940071 0.0625 -0.0358 0.2764
O 2.417184 5.324189 1.829388 0.1359 0.1373 0.1716
H 2.144044 5.830214 1.064166 -0.0368 0.1266 -0.1926
H 1.901901 4.518979 1.781037 -0.0885 -0.2751 0.0180
O 4.571524 0.859551 5.384486 -0.2291 0.0302 0.2075
H 4.717410 0.226640 4.681375 0.0584 -0.2289 -0.2264
H 5.310331 1.464690 5.319784 0.1579 0.1632 -0.0097
O -3.980535 2.954561 -3.379283 -0.2456 0.1906 0.1920
H -4.036143 2.488890 -4.213726 -0.0120 -0.0908 -0.2409
H -3.370100 2.435937 -2.855244 0.2908 -0.1468 0.1039
O -0.237240 1.612663 5.163344 -0.2848 0.1810 0.1352
H -0.467913 1.068220 4.410611 0.0181 -0.1748 -0.2799
H 0.641421 1.322942 5.408798 0.2933 -0.0370 0.0683
O 4.576445 4.092310 -2.494151 -0.2453 -0.0619 -0.0292
H 4.806322 4.987491 -2.245075 0.0248 0.2285 0.0872
H 5.409771 3.689700 -2.738524 0.1787 -0.1682 -0.0706
O 0.926758 2.604834 -4.576897 -0.0865 0.1184 -0.3189
H 0.343504 2.151593 -3.968122 -0.1030 -0.2575 0.2225
H 1.572006 3.034996 -4.015784 0.2387 0.0769 0.1539
O -5.702735 -1.464930 -4.884571 -0.2122 0.1436 0.1927
H -4.755866 -1.325224 -4.872439 0.2936 -0.0493 0.0497
H -5.894319 -1.732748 -5.783354 -0.0634 -0.1034 -0.2116
```
Forces are in eV/Å.


Record 3
Below is 4 unconnected molecules or ions with the total composition C30H50BFN5O7S in a non-equilibrium geometry, with properties calculated with ωB97M-V/def2-TZVPD.

Values from the calculation:
Net charge   +1
Gap between HOMO and LUMO   7.29 eV

Geometry as XYZ:
```
95
Properties=species:S:1:pos:R:3:forces:R:3
C 2.972536 -4.674128 -0.639871 -0.8819 0.2160 -0.2958
C 2.476567 -3.392282 0.085195 0.6121 -0.1092 -0.5435
C 3.630962 -2.425408 0.484555 -0.3282 -0.9378 0.7587
C 3.432549 -1.832710 1.909407 -0.2314 0.5228 -0.5429
C 3.206718 -0.291260 1.970253 0.2377 -0.2132 0.1246
C 1.863780 0.140721 2.621007 0.8300 0.1441 -0.1875
C 0.773961 0.568604 1.609416 0.1305 -0.4449 0.6016
C 0.689118 -0.338200 0.371258 -0.7264 -0.0268 0.1087
C -0.258723 0.167721 -0.783212 1.4835 0.3822 -0.1647
C -0.943718 1.480471 -0.515374 -0.7327 -1.1077 -0.0861
C -2.287222 1.475493 -0.185720 -0.4803 -0.4427 0.6624
C -3.096485 0.200508 -0.042386 -0.3980 0.3373 -0.2209
C -3.989898 0.012390 -1.317711 0.7907 -0.2407 0.1021
C -3.943639 -1.419304 -1.886906 -1.0507 0.5531 0.2793
S -5.148784 -1.491060 -3.265066 0.0386 0.0964 -0.5287
C -2.922664 2.683718 0.024387 -0.5844 0.5572 1.0314
C -4.408986 2.808738 0.343128 -0.9071 0.5407 -1.3981
O -5.144048 2.942530 -0.608891 0.6384 -0.2066 0.9615
O -4.793608 2.814617 1.634409 0.6429 -0.6783 -0.7132
B -5.743374 1.822140 2.000945 -1.0413 -0.2226 1.2954
O -6.855188 1.479085 1.260587 0.9977 -0.0762 -0.2774
O -5.542394 1.226389 3.219136 0.5770 0.1503 -1.1708
C -5.577510 -0.224295 3.140580 0.0775 0.1410 1.0124
C -4.387446 -0.745529 3.987901 -0.9478 0.3140 -0.6566
C -2.223947 3.875846 -0.072419 -0.8261 -0.7807 -0.1535
O -2.894289 5.049977 0.133795 0.6889 -0.3897 0.7836
N -3.290814 5.652736 -1.143191 -0.3623 0.9166 -0.3212
O -3.688657 6.709292 -0.935302 -0.0613 -0.3829 -0.3474
C -0.899460 3.832307 -0.402065 0.4742 1.9040 -0.2749
C -0.169643 5.166157 -0.542561 0.0853 -0.8228 -0.0834
C 0.383045 5.635071 0.836785 -0.5764 -0.1485 -0.7066
F 0.260145 4.576277 1.728809 0.3029 0.0755 0.1017
N -0.291730 2.658878 -0.618945 0.7061 -0.3414 0.0395
C 1.129227 2.619866 -1.017426 0.5142 -0.2681 -0.7916
C 1.298013 2.484589 -2.562172 0.5199 0.5676 0.7674
O 2.552076 1.868823 -2.811011 -0.5321 0.0015 0.1738
H 3.973777 -4.570978 -1.065369 -0.0711 -0.0272 0.1828
H 2.905861 -5.545895 0.017558 0.3860 0.1565 -0.0391
H 2.287442 -4.890074 -1.470746 0.2461 -0.0770 0.0658
H 1.909261 -3.726756 0.959817 0.0789 0.3107 -0.0357
H 1.786181 -2.856064 -0.577898 -0.0379 -0.1547 0.1597
H 4.548164 -3.021162 0.518157 -0.0933 0.1633 -0.0903
H 3.788490 -1.670596 -0.295401 -0.0940 0.0436 0.2169
H 2.555753 -2.303792 2.370239 0.1954 -0.0577 -0.0798
H 4.294445 -2.112717 2.521948 -0.1123 0.1473 -0.0750
H 3.282092 0.138834 0.960161 0.0499 -0.0660 0.1773
H 4.050046 0.134452 2.526257 -0.2709 0.0970 -0.0199
H 2.093080 0.999518 3.263713 -0.3503 -0.1322 -0.0090
H 1.536397 -0.668690 3.282001 -0.1856 0.1403 -0.1592
H -0.187764 0.502836 2.139124 0.0550 0.2298 -0.1958
H 0.937907 1.630777 1.397812 -0.0203 -0.1761 -0.2073
H 1.652491 -0.586917 -0.077698 -0.0222 0.1974 0.2197
H 0.267779 -1.289135 0.721788 0.2101 0.0821 -0.0888
H 0.367268 0.317003 -1.671224 -0.1472 -0.2166 0.1290
H -0.941418 -0.635687 -1.043558 -0.2469 0.4124 -0.0095
H -3.753215 0.304197 0.831946 0.2181 -0.0067 -0.0496
H -2.468085 -0.665281 0.172619 -0.0868 0.1111 -0.1334
H -5.009533 0.339430 -1.103888 0.0778 -0.2016 -0.1546
H -3.601301 0.690795 -2.088011 -0.2845 -0.0765 0.0279
H -2.947542 -1.608615 -2.292842 -0.1376 -0.3118 0.1890
H -4.239901 -2.133834 -1.115716 0.3190 -0.1000 -0.1693
H -6.044286 -2.457201 -2.969105 0.5316 0.0404 0.3754
H -6.674544 0.832859 0.569606 -0.4030 0.2153 -0.2696
H -6.537516 -0.559406 3.544755 0.1567 0.0319 -0.0851
H -5.517996 -0.564715 2.098171 -0.0014 0.0387 0.1683
H -3.579798 -1.056108 3.320266 0.0249 -0.1795 0.3473
H -4.048409 0.085725 4.607667 0.0091 -0.2247 0.0508
H -4.766590 -1.553519 4.615838 0.5040 -0.0928 -0.0654
H -0.903200 5.867904 -0.936147 0.3136 0.0918 0.0852
H 0.607747 5.046766 -1.299870 -0.0497 0.2887 0.1603
H 1.432978 5.919578 0.751425 -0.1258 0.0342 0.2169
H -0.243148 6.453000 1.197014 0.2870 -0.0241 0.1479
H 1.677066 3.494333 -0.666783 -0.3540 -0.0571 0.1947
H 1.628252 1.755601 -0.576824 -0.3573 0.0732 0.0628
H 1.313899 3.485446 -3.015992 -0.4687 -0.2023 -0.0801
H 0.480838 1.879015 -2.955784 0.2908 0.0600 -0.2909
H 3.199779 2.406035 -2.339514 0.2884 -0.1642 -0.2563
C 7.716498 -4.564441 -0.287137 -0.1306 0.1435 0.1031
C 7.205801 -3.776558 0.838602 -0.1007 0.1959 0.3169
N 6.791911 -3.156708 1.718901 0.2570 -0.3239 -0.5066
H 7.050579 -4.454338 -1.142100 -0.0299 -0.0037 0.0249
H 8.711334 -4.219406 -0.558918 0.0252 -0.0019 0.0970
H 7.770046 -5.614828 -0.008986 0.0236 0.0125 0.0334
C 10.093929 -1.896061 3.213827 -0.0003 -0.1207 -0.0685
C 10.234962 -2.985948 2.249185 0.0618 -0.3831 -0.3144
N 10.346111 -3.846827 1.491195 -0.0524 0.5083 0.3974
H 9.165651 -2.016781 3.769249 -0.0187 -0.0179 -0.0371
H 10.931664 -1.907208 3.908461 0.0057 -0.0066 -0.0121
H 10.075809 -0.941587 2.691614 -0.0009 -0.0068 -0.0055
C -7.208794 -1.629249 -7.244634 0.0083 -0.1097 0.1248
C -7.162801 -2.542595 -6.101875 -0.0039 -0.3294 0.3698
N -7.126642 -3.263869 -5.203493 -0.0405 0.4654 -0.4925
H -6.235531 -1.597362 -7.730368 -0.0007 -0.0083 0.0046
H -7.953630 -1.971386 -7.960347 0.0001 -0.0036 0.0056
H -7.472124 -0.628931 -6.906552 -0.0044 -0.0064 0.0061
```
Forces are in eV/Å.